(1)
2 unconnected molecules or ions with the total composition H5N4O, computed with the ωB97M-V functional and the def2-TZVPD basis.

Charge   -1
E_HOMO (alpha / beta)   -2.3 / -2.3 eV
Orbital gap (alpha / beta)   7.106 / 7.105 eV

```
10
H5N4O (the ωB97M-V functional and the def2-TZVPD basis)
O 2.67052 0.89546 0.10505
N 1.03059 -0.87263 -0.46130
H 0.15469 0.81879 -0.54586
N 2.09030 -0.32726 0.08867
H -2.18440 0.08809 1.15233
H 2.63947 -1.14237 0.51082
H -1.87638 -0.50593 -0.26110
H -2.07885 1.03491 0.09322
N 0.07433 -0.16800 -0.91304
N -2.52028 0.17893 0.23120
```

Here are the Mulliken charges for atoms 1 to 6, given in e: O -0.743; N -0.143; H 0.208; N 0.075; H 0.186; H 0.227

=====

(2)
A single C28H36N6S molecule, computed with the ωB97M-V functional and the def2-TZVPD basis.

Charge   0
SMILES   Cc1cccc(N2CCN(C(=S)Nc3ccc4nc(N5CCN(C)CC5)cc(C)c4c3)CC2)c1C
E_HOMO   -7.4 eV
Orbital gap   7.737 eV

```
71
C28H36N6S (the ωB97M-V functional and the def2-TZVPD basis)
C 0.63815 1.09372 4.29191
C 6.59176 3.33335 3.74916
C 1.09248 0.49535 2.01748
C 4.19564 3.50676 3.91685
C -5.54876 -0.30200 -7.59444
H 5.14399 0.46810 2.73545
N 0.39362 0.13408 3.23538
C 4.08066 2.18983 3.45117
C -2.87535 -2.09650 -3.18794
H 0.70759 1.46000 1.67286
H 6.66022 5.69645 4.78184
H -4.72974 -2.89923 -7.28970
H -5.26785 0.64633 -8.04888
C 2.96866 4.32174 4.20096
C 6.47420 2.05214 3.24679
C 5.22536 1.47882 3.10505
H -5.66366 -2.24570 -5.92916
H -1.12493 -5.44358 -0.88173
C -3.78274 -0.02813 -5.93787
C -4.68524 -2.21040 -6.43998
C 5.46195 4.06770 4.08460
H 2.96639 -0.37124 2.62336
H 3.08061 5.32513 3.79472
N -2.89375 -1.18841 -2.22923
C -1.63264 -0.63115 1.11588
H -1.70182 0.11071 1.89609
C -0.88461 -1.80265 1.34516
H 2.52750 0.27380 4.91429
H -3.65123 0.17479 -3.77403
C -2.28328 -0.45095 -0.07034
C 5.61223 5.46423 4.61043
H 0.12867 0.76121 5.19657
N 2.78723 1.63567 3.31366
C 0.10418 -1.15113 3.55161
H 3.11556 0.91781 1.39200
C -2.16601 -3.32366 -3.04324
C -4.10927 -0.48091 -4.51540
H 7.35732 1.49090 2.97855
N -4.39062 -0.88265 -6.95377
H 2.79669 4.41693 5.27362
C 2.13722 1.23909 4.55130
H 0.22466 2.05398 3.96772
H 2.09932 3.85643 3.74609
H -0.82935 -5.49292 -2.62316
C -3.61031 -2.68150 -5.46853
H 0.92801 -0.24935 1.24112
H 5.07096 5.58527 5.54739
N -0.22122 -2.02877 2.55855
H -4.10896 1.00267 -6.08332
H -5.19462 -0.47507 -4.35406
H 2.31479 1.99032 5.31907
C -0.84034 -2.78506 0.37887
N -3.57836 -1.81219 -4.31282
H 0.32007 -4.68499 -1.55111
S 0.13647 -1.73522 5.10498
H -2.86500 0.43805 -0.25590
H -5.88539 -0.97483 -8.38264
C -1.50385 -2.62517 -0.84593
H -0.22465 -2.98924 2.87799
C -0.73648 -4.88070 -1.72955
H -2.15130 -4.03766 -3.85104
H -3.85061 -3.70256 -5.15596
C -2.23329 -1.42935 -1.08551
H -2.69475 -0.05950 -6.07338
H 7.57028 3.77333 3.87650
C 2.59555 0.61933 2.30426
H 5.21449 6.18862 3.89933
H -2.63854 -2.69235 -5.98263
C -1.48830 -3.59571 -1.89082
H -0.28633 -3.69079 0.57660
H -6.38934 -0.13144 -6.90310
```

Here are the Mulliken charges for atoms 1 to 6, given in e: C -1.228; C -0.864; C -0.779; C 0.779; C -1.056; H 0.427

=====

(3)
A single C5H11N molecule, computed with the ωB97M-V functional and the def2-TZVPD basis.

Charge   0
SMILES   CC[C@H]1CN1C
E_HOMO   -9.0 eV
Orbital gap   10.222 eV

```
17
C5H11N (the ωB97M-V functional and the def2-TZVPD basis)
C 0.40908 2.02899 1.38636
H 0.48599 -0.52241 -1.83927
H -1.60033 -1.95099 -2.28481
C -0.04450 -0.05209 0.18236
H 1.64024 -0.30788 1.64553
C 1.37068 -0.11566 0.60685
H -0.80491 -0.20333 0.95368
H 1.20793 2.75796 1.55877
H 0.22253 1.48858 2.33191
H 2.02949 -0.52373 -0.15321
C -1.17949 -1.78822 -1.28722
N 0.75062 1.15848 0.27308
H -2.00751 -1.79330 -0.56943
H -0.52973 -2.63989 -1.05435
C -0.42382 -0.46334 -1.22371
H -0.50277 2.57933 1.12745
H -1.02349 0.34751 -1.65399
```

Here are the Mulliken charges for atoms 1 to 6, given in e: C -0.843; H 0.291; H 0.343; C 0.036; H 0.295; C -0.549

=====

(4)
3 unconnected molecules or ions with the total composition C3H7O2, computed with the ωB97M-V functional and the def2-TZVPD basis.

Charge   -1
E_HOMO   -2.4 eV
Orbital gap   6.583 eV

```
12
C3H7O2 (the ωB97M-V functional and the def2-TZVPD basis)
H 0.22963 -1.26244 -1.82428
H -2.08649 -4.45093 -3.01753
C -0.21421 -1.83267 -1.01678
C -0.71121 -1.42772 0.20892
H -1.10651 -2.23858 0.84378
C 0.53716 2.10316 0.41537
H -0.54381 -2.79672 -1.40641
O 1.66574 2.50366 0.53163
H -0.11641 1.98641 1.29504
O -0.74207 -0.24873 0.67407
H 0.02326 1.83495 -0.51907
H -1.37002 -4.56435 -2.88554
```

Here are the Mulliken charges for atoms 1 to 6, given in e: H 0.258; H 0.048; C -0.700; C -0.092; H 0.294; C 0.078

=====

(5)
2 unconnected molecules or ions with the total composition C2H11N2, computed with the ωB97M-V functional and the def2-TZVPD basis.

Charge   +1
E_HOMO   -15.0 eV
Orbital gap   11.649 eV

```
15
C2H11N2 (the ωB97M-V functional and the def2-TZVPD basis)
H 1.54819 -2.26067 -2.25240
N -0.03992 0.45277 -0.54701
H -0.81026 -0.33529 1.33249
H -1.80301 0.82590 0.51721
C -0.74442 0.63237 0.76402
H 0.91561 1.74349 1.48637
H 0.99328 0.50482 -0.46276
H 1.24045 -2.53244 -0.77294
H -0.31841 -0.40940 -1.03303
N 0.71368 -2.30155 -1.60749
H -0.65516 2.57853 1.82785
H 0.21226 -3.05759 -2.05613
H -0.33019 1.24273 -1.13961
C -0.14827 1.59505 1.72182
H -0.25474 1.30832 2.82124
```

Here are the Mulliken charges for atoms 1 to 6, given in e: H 0.279; N -0.333; H 0.291; H 0.332; C -0.249; H 0.299

=====

(6)
A single C2H6N4O2 molecule, computed with the ωB97M-V functional and the def2-TZVPD basis.

Charge   0
SMILES   [H]/N=C(/N)O/C(=N\[H])NO
E_HOMO   -9.5 eV
Orbital gap   9.817 eV

```
14
C2H6N4O2 (the ωB97M-V functional and the def2-TZVPD basis)
N -1.39814 -0.20826 0.73653
H 3.36409 -0.10742 0.98880
H -0.49464 0.65906 -2.36063
O 0.49840 0.90846 -0.05932
N 2.38240 0.32828 0.94359
C -0.85768 0.44305 -0.30785
N 0.58821 -1.43722 0.88270
H 2.51445 1.31718 0.50522
N -1.35637 0.75089 -1.57244
H -0.48313 -1.43178 0.66787
C 1.09685 -0.25876 0.70850
O -2.63182 -0.15423 -1.77308
H -2.65226 -0.59108 -0.83403
H -0.57035 -0.21818 1.47414
```

Here are the Mulliken charges for atoms 1 to 6, given in e: N -0.992; H 0.284; H 0.348; O -0.411; N -0.453; C 0.647

=====

(7)
A molecular structure, C40H24Cl9N2O2P2S2W, computed with the ωB97M-V functional and the def2-TZVPD basis.

Charge   +1
E_HOMO (alpha / beta)   -10.5 / -10.5 eV
Orbital gap (alpha / beta)   5.450 / 5.449 eV

```
82
C40H24Cl9N2O2P2S2W (the ωB97M-V functional and the def2-TZVPD basis)
H -0.68060 3.54933 -0.40373
C -2.32014 2.96506 2.94673
W -0.25006 0.45297 -1.68211
H -4.32411 -0.01481 1.51868
C -1.41166 1.21133 -4.42156
C 3.53238 0.87666 -3.04250
C 1.52359 -3.10756 3.84213
H -3.58147 1.03106 -2.10197
H -0.58357 1.99832 2.11065
Cl -3.07455 -2.61017 -6.04309
C -3.75969 0.82459 1.91044
C 1.86140 -4.39494 3.44648
C -1.35699 0.08413 -3.58253
O 1.17888 0.48453 -2.98176
C -1.78465 -4.24368 2.43292
C -2.37452 0.88153 1.74897
C -3.10150 1.87599 -1.64385
Cl -3.31613 -0.01574 -7.69627
H 4.56861 2.00303 2.11889
Cl 5.26445 4.00278 -1.33601
C 0.06042 0.03794 0.45766
C -2.07334 -2.73177 4.28544
H 1.03906 -1.12186 3.20749
H 2.24881 -5.70776 1.79283
C 3.27697 0.52604 1.37991
C -2.44877 -1.14306 -5.40402
C 1.98697 -4.70420 2.09966
C -1.63387 3.22573 -0.77395
H 2.71538 0.45647 2.30307
H -5.49048 1.79050 2.71537
Cl -0.70087 2.72520 -3.94509
C 4.67654 1.32259 -2.18064
S -2.27971 -0.94060 -0.87045
P 1.30146 -1.16901 0.27439
H 2.02451 -5.16194 4.19207
N -3.71778 3.02436 -1.37899
C 2.91814 -0.36847 0.25646
C 5.03593 1.53313 -0.00963
H -2.23948 -2.56531 5.34123
H 3.52139 -1.25140 -1.55624
C 2.02231 2.07618 -1.52711
C 1.31473 -2.12122 2.89190
Cl 6.14679 1.60128 -3.11600
P -1.52824 -0.48368 0.93418
Cl 3.81097 -0.32250 -4.23322
C -2.01199 1.20099 -5.67872
Cl -1.72809 -2.63818 -3.34842
N -1.82230 1.94989 -1.29635
H -1.72148 -5.25226 2.04734
H -2.03133 -0.64679 3.81993
C -2.55194 0.01422 -6.16541
H 1.42056 -2.87253 4.89299
C -1.98314 -4.02538 3.78963
H -3.07901 4.87768 -0.48373
C -1.95656 -1.65255 3.42542
C 1.43485 -2.43199 1.54117
C -2.80835 3.88954 -0.80725
C 4.29226 1.37950 1.27897
H -1.52193 -3.33502 0.50886
H 1.85627 -3.97316 0.09292
C 4.94848 0.33485 -0.98544
H -2.07576 -4.86838 4.46193
C 2.95154 2.75327 -0.86333
S 0.82133 -1.87043 -1.56371
C 1.77026 -3.72371 1.14433
C -3.69442 2.90741 3.10780
C -1.67279 -3.16699 1.56925
H 6.06695 1.84348 0.14801
C -4.41756 1.83773 2.58455
Cl 2.50735 3.87242 0.36362
C 2.30452 1.14032 -2.60434
H 5.85931 -0.24420 -1.13235
H -4.68952 3.20929 -1.56272
C -1.75113 -1.86508 2.06233
C 4.40281 2.47170 -1.09914
C -1.65681 1.95477 2.25936
H -1.75961 3.79715 3.35189
C 3.75160 -0.54012 -0.77025
Cl -2.09511 2.62309 -6.63482
O 0.70252 2.08069 -1.23689
C -1.84950 -1.10541 -4.13867
H -4.20977 3.69317 3.64445
```

Here are the Mulliken charges for atoms 1 to 6, given in e: H 0.524; C -0.804; W 0.181; H 0.481; C 0.764; C 0.352

=====

(8)
A single C4H6N2 molecule, computed with the ωB97M-V functional and the def2-TZVPD basis.

Charge   0
SMILES   N#CC[C@H]1CN1
E_HOMO   -9.9 eV
Orbital gap   10.865 eV

```
12
C4H6N2 (the ωB97M-V functional and the def2-TZVPD basis)
N 1.33279 0.13478 2.68276
H 1.27926 0.92294 -0.98924
H 0.80732 -1.48577 -0.03494
N -0.57504 -0.07886 -1.50479
H -0.09991 2.01999 -1.33920
C -0.59364 0.13528 -0.00446
H -1.41055 0.41853 0.70324
H -0.55299 -1.85591 1.01652
C 0.83107 -0.47764 1.83930
H -1.33456 0.28770 -2.08142
C 0.12256 -1.04203 0.68732
C 0.19367 1.02098 -0.97509
```

Here are the Mulliken charges for atoms 1 to 6, given in e: N -0.411; H 0.173; H 0.287; N -0.564; H 0.283; C -0.043

=====

| no. | maximum force (hartree/bohr) |
| --- | --- |
| 1 | 0.0593 |
| 2 | 0.0134 |
| 3 | 0.0086 |
| 4 | 0.0292 |
| 5 | 0.0614 |
| 6 | 0.0825 |
| 7 | 0.0255 |
| 8 | 0.0331 |